C28H38N4OPRu | ωB97M-V/def2-TZVPD

Structure (XYZ):
```
73
Properties=species:S:1:pos:R:3:forces:R:3:lowdin_charge:R:1
Ru -0.276 -0.665 -0.766 0.1 0.5 0.8 0.79
N -0.068 -2.859 1.291 0.0 0.1 0.0 -0.06
P 0.662 -1.313 1.093 -0.3 -0.2 -1.2 0.90
C 0.346 -0.450 2.640 0.0 0.0 0.1 -0.34
C 0.882 -0.909 3.845 0.0 0.1 0.0 -0.08
C 0.590 -0.250 5.028 0.0 0.0 0.0 -0.06
C -0.222 0.879 5.013 0.0 0.0 0.0 -0.06
C -0.745 1.348 3.817 0.0 -0.1 0.0 -0.07
C -0.464 0.681 2.630 0.0 0.1 0.1 -0.10
C 2.441 -1.623 1.097 0.0 -0.2 0.4 -0.36
C 3.324 -0.623 1.497 0.1 0.1 0.0 -0.10
C 4.692 -0.792 1.332 0.0 0.0 0.0 -0.07
C 5.185 -1.967 0.779 0.0 0.0 0.0 -0.07
C 4.309 -2.974 0.396 0.0 0.0 0.0 -0.06
C 2.940 -2.802 0.552 0.1 0.0 -0.1 -0.10
C -0.920 -3.317 0.312 0.1 0.2 0.2 -0.35
C -1.514 -4.581 0.350 0.1 0.0 0.0 0.00
C -2.343 -4.958 -0.678 -0.1 -0.1 0.0 -0.05
C -2.579 -4.078 -1.735 0.0 0.0 0.0 -0.06
C -1.970 -2.852 -1.701 0.1 0.1 0.2 -0.10
N -1.156 -2.460 -0.695 -0.6 -0.3 -0.3 -0.07
H 0.044 -3.428 2.115 0.1 0.0 0.0 0.12
H 1.547 -1.767 3.859 0.0 0.0 0.0 0.11
H 1.005 -0.607 5.961 0.0 0.0 0.0 0.11
H -0.439 1.397 5.938 0.0 0.0 0.0 0.11
H -1.367 2.234 3.807 0.0 0.0 0.0 0.10
H -0.875 1.040 1.692 0.1 0.0 0.0 0.07
H 2.952 0.295 1.940 0.0 0.0 0.0 0.11
H 5.372 -0.009 1.641 0.0 0.0 0.0 0.11
H 6.251 -2.102 0.655 0.0 0.0 0.0 0.11
H 4.692 -3.892 -0.028 0.0 0.0 0.0 0.11
H 2.264 -3.583 0.230 0.0 0.0 0.0 0.10
H -1.304 -5.242 1.180 0.0 0.0 0.0 0.12
H -2.805 -5.936 -0.664 0.0 0.0 0.0 0.12
H -3.221 -4.335 -2.563 0.0 0.0 0.0 0.11
H -2.125 -2.119 -2.483 0.0 0.0 0.0 0.12
C 1.118 -1.405 -1.994 0.4 -0.2 -0.1 -0.29
H 0.537 -1.213 -2.927 0.1 -0.1 -0.1 0.07
H 1.292 -2.485 -1.947 0.1 0.0 0.0 0.05
C 1.487 1.528 -1.220 0.1 -0.2 0.1 -0.07
C 2.247 0.844 -2.350 -0.1 0.1 -0.1 -0.44
C 3.583 1.547 -2.558 0.1 0.1 0.1 -0.07
C 2.436 -0.643 -2.072 0.0 0.0 0.0 -0.25
H 1.164 2.542 -1.460 0.1 0.0 -0.1 0.09
H 2.073 1.557 -0.299 0.0 0.0 0.0 0.09
H 0.536 1.023 -0.954 -0.3 0.3 0.1 0.00
H 1.656 0.954 -3.269 0.0 -0.1 0.0 0.13
H 4.212 1.436 -1.670 0.0 0.0 0.0 0.08
H 3.459 2.615 -2.746 0.0 0.0 0.0 0.08
H 4.129 1.122 -3.402 0.0 0.0 0.0 0.08
H 2.975 -0.745 -1.124 0.0 0.0 -0.1 0.08
H 3.093 -1.073 -2.835 0.0 0.0 -0.1 0.12
C -3.589 1.088 1.207 -0.1 0.0 0.0 -0.03
N -3.222 2.091 0.220 0.1 0.0 0.1 -0.07
C -3.808 3.416 0.394 -0.1 -0.1 0.0 -0.15
C -2.999 4.445 -0.360 0.1 0.1 0.0 -0.15
C -2.884 4.002 -1.800 0.0 -0.1 -0.1 -0.15
N -2.333 2.650 -1.865 0.0 0.0 0.0 -0.07
C -1.697 2.284 -3.119 0.0 0.0 0.0 -0.02
C -2.547 1.726 -0.897 0.0 0.1 0.0 -0.46
O -2.125 0.553 -1.015 -0.1 -0.2 -0.2 -0.12
H -3.351 1.455 2.206 0.0 0.0 0.0 0.08
H -3.045 0.168 1.023 0.0 0.0 0.0 0.08
H -4.661 0.877 1.166 0.0 0.0 0.0 0.10
H -3.829 3.628 1.464 0.0 0.0 0.0 0.13
H -4.846 3.413 0.045 0.0 0.0 0.0 0.13
H -2.003 4.532 0.080 0.0 0.0 0.0 0.13
H -3.480 5.421 -0.301 0.0 0.0 0.0 0.13
H -2.220 4.654 -2.368 0.0 0.0 0.0 0.13
H -3.862 4.029 -2.291 0.0 0.0 0.0 0.14
H -0.871 2.966 -3.328 0.0 0.0 0.0 0.09
H -2.412 2.345 -3.942 0.0 0.0 0.0 0.10
H -1.315 1.271 -3.069 0.0 0.0 0.0 0.07
```
Forces are in eV/Å.

Kohn-Sham gap: 8.175 eV
total charge: +1
total energy: -1820.122660 Eh
HOMO level: -10.19 eV